Model 1:
A 2-piece molecular cluster, C6H14NS overall, computed with ωB97M-V with the def2-TZVPD basis set.

Properties
LUMO energy (eV): -5.20
Charge: +1

Bonds (Å) are listed after each position.
Element x y z (Å)
1 N -1.42 0.19 -1.36  C3 1.292, C12 1.404, H16 1.040
2 H 0.16 0.47 1.09  C18 1.116
3 C -2.58 -0.02 -0.84  N1 1.292, H11 1.078, H20 1.095
4 H -0.46 -1.12 1.53  C18 1.104
5 H 0.19 2.27 -3.50  C22 1.107
6 H 1.17 -1.20 3.56  C15 1.155
7 C 1.59 -1.13 0.84  H8 1.111, H10 1.115, S14 1.883, C18 1.499
8 H 1.82 -2.17 1.16  C7 1.111
9 H -2.13 1.46 -2.87  C12 1.103
10 H 2.54 -0.56 0.92  C7 1.115
11 H -2.73 -0.73 -0.04  C3 1.078
12 C -1.21 1.16 -2.34  N1 1.404, H9 1.103, C22 1.333
13 H 0.92 1.41 -2.05  C22 1.089
14 S 1.32 -1.49 -0.99  C7 1.883, H19 1.361
15 C 0.82 -0.23 3.04  H6 1.155, H17 1.051, C18 1.538, H21 1.140
16 H -0.56 -0.34 -1.10  N1 1.040
17 H -0.04 0.16 3.52  C15 1.051
18 C 0.45 -0.49 1.57  H2 1.116, H4 1.104, C7 1.499, C15 1.538
19 H 1.90 -0.34 -1.43  S14 1.361
20 H -3.44 0.54 -1.23  C3 1.095
21 H 1.69 0.50 3.12  C15 1.140
22 C 0.01 1.65 -2.60  H5 1.107, C12 1.333, H13 1.089

=====

Model 2:
A 2-piece molecular cluster, C6H14NS overall, computed with ωB97M-V with the def2-TZVPD basis set.

Properties
LUMO energy (eV): -5.54
Charge: +1

Bonds (Å) are listed after each position.
Element x y z (Å)
1 H -0.05 -1.21 -2.28  N22 1.001
2 H 3.77 0.98 -1.61  C15 1.150
3 C -2.61 -0.48 1.40  H4 1.113, C6 1.444, H9 1.154, H19 1.156
4 H -2.33 -0.58 2.47  C3 1.113
5 C 2.06 0.48 -0.38  C10 1.502, S14 1.666, C15 1.445
6 C -1.72 -1.08 0.43  C3 1.444, C8 1.302, H21 1.117
7 H 2.21 0.55 -2.53  C15 1.126
8 C -1.04 -0.62 -0.58  C6 1.302, H16 1.139, N22 1.379
9 H -3.67 -0.91 1.23  C3 1.154
10 C 0.99 1.15 0.44  C5 1.502, H11 1.064, H17 1.130, H18 1.016
11 H 0.18 1.42 -0.19  C10 1.064
12 H -0.03 -2.39 -1.14  N22 1.035
13 H 2.31 2.12 -1.63  C15 1.129
14 S 2.75 -0.89 0.28  C5 1.666, H20 1.489
15 C 2.62 1.03 -1.59  H2 1.150, C5 1.445, H7 1.126, H13 1.129
16 H -1.20 0.43 -0.99  C8 1.139
17 H 1.56 2.04 0.81  C10 1.130
18 H 0.77 0.44 1.13  C10 1.016
19 H -2.82 0.64 1.22  C3 1.156
20 H 3.76 -1.30 -0.74  S14 1.489
21 H -1.63 -2.17 0.68  C6 1.117
22 N -0.14 -1.38 -1.30  H1 1.001, C8 1.379, H12 1.035

=====

The structure shown above that is least stable: model 2.